Density functional theory data (ωB97M-V/def2-TZVPD) for a 10-piece molecular cluster, C3H26NO11S overall.

XYZ file:
```
42
Properties=species:S:1:pos:R:3:forces:R:3
O -0.19810 -0.89519 -1.05199 0.36 0.47 -0.21
C 0.71463 -0.73818 -0.25734 -1.79 0.55 -0.18
O 1.01745 -1.68441 0.60964 0.22 0.05 -0.79
C 1.42363 0.67111 -0.19623 -0.94 -2.21 1.22
C 2.76756 0.48100 -0.83955 0.20 -0.30 0.73
S 3.68661 2.03898 -0.63492 0.64 0.09 -0.23
N 0.53498 1.70242 -0.79340 0.75 -0.49 -2.50
H 0.38259 -2.49428 0.38057 0.18 0.43 0.19
H 1.50270 0.92607 0.83601 0.42 0.06 0.86
H 3.25938 -0.43489 -0.42962 -0.21 0.99 0.14
H 2.56285 0.17539 -1.86319 0.52 0.71 -0.40
H 3.93193 2.05304 0.71690 -0.38 -0.47 -0.75
H 0.68289 1.62031 -1.86542 -0.24 0.26 0.79
H -0.44305 1.50472 -0.60949 -0.12 -0.16 0.06
H 0.68447 2.68369 -0.49377 0.22 -0.63 0.17
H 1.99298 1.20058 -3.76891 -0.11 -0.39 -0.49
H 0.46635 0.60407 -3.79617 0.54 -0.51 -0.45
O 1.08045 1.30001 -3.49923 -0.50 0.87 0.93
H -0.82200 4.29857 1.01107 0.29 -0.39 0.35
H -0.06638 3.01106 1.62584 -0.26 0.41 0.29
O -0.39318 3.45056 0.82766 -0.16 0.24 -0.29
H 0.14977 1.71727 3.74831 0.30 0.73 -0.11
H 0.24408 0.48101 2.98321 0.85 1.02 -0.82
O 0.34537 1.46613 2.83274 -0.52 -1.45 1.16
H -1.22217 -3.22332 -0.73891 -0.57 -0.49 1.15
H -1.10426 -4.05887 0.68202 -0.61 0.08 -0.54
O -0.67382 -3.51860 0.01482 1.51 0.29 -0.16
H -0.31970 -1.67250 -4.51709 -0.52 -0.19 0.17
H -1.41686 -0.80060 -3.70968 -0.04 -0.64 -0.17
O -0.56604 -0.82139 -4.15083 0.53 0.92 -0.07
H -1.35630 0.77372 1.72643 -0.35 -0.24 -0.46
H -1.87044 0.98346 3.03855 -0.70 -0.16 0.28
O -2.11765 0.48814 2.24804 0.43 0.24 0.04
H 2.09884 -1.53164 2.20869 -0.28 0.17 -0.13
H 2.85283 -0.85347 3.32340 -0.12 0.28 0.17
O 2.09712 -0.72346 2.73716 0.57 -0.31 0.33
H -3.40471 -1.29574 1.67602 -0.12 0.24 0.07
H -4.60181 -0.41252 1.35005 0.02 -0.08 -0.09
O -4.23840 -1.28984 1.18671 0.14 -0.09 0.22
H -2.86030 -2.14598 -1.54152 -0.46 0.56 0.19
H -3.64970 -2.29254 -0.15095 -0.01 0.58 -0.42
O -3.15457 -2.74389 -0.85563 0.32 -1.01 -0.26
```
Forces are in eV/Å.

For the LUMO energy, the calculation gives -2.7 eV. As for the max |F|: 2.70 eV/A. As for the energy above the lowest of the compared OMol25 structures with the same formula, charge and spin: 0.0 kJ/mol. Its total charge is +1. Its orbital gap is 9.9 eV. As for the total energy: -1410.28745 a.u.